(1)
A single C4H4OS molecule at a distorted geometry, computed with the ωB97M-V functional and the def2-TZVPD basis.

CARTESIAN COORDINATES (ANGSTROEM)
C (-0.6474, 0.7395, 0.3306)
C (-1.0472, -0.6339, 0.1931)
C (0.4770, 1.2029, -0.2114)
C (-0.4396, -1.5086, -0.5802)
O (2.7285, 0.1045, 0.0508)
S (1.7049, 0.1843, -0.9900)
H (-1.1840, 1.3236, 1.0143)
H (-1.8770, -1.0921, 0.8100)
H (0.7578, 2.1791, 0.1894)
H (-0.4731, -2.4992, -0.8066)

Cartesian forces (eV/Å) of the 3 atoms listed first:
0.63 -0.92 -0.77
-0.88 -2.13 0.08
0.03 0.80 0.88

- HOMO level (alpha / beta): -7.75 / -9.34 eV
- ⟨S²⟩: 2.0324
- Multiplicity: 3
- Frontier orbital gap (alpha / beta): 7.74 / 7.76 eV
- Energy above the lowest of the compared OMol25 structures with the same formula, charge and spin: 1.654 eV



(2)
A single C21H22N6O4S molecule at a distorted geometry, computed with the ωB97M-V functional and the def2-TZVPD basis.

CARTESIAN COORDINATES (ANGSTROEM)
C (2.8216, 1.2348, 5.4456)
C (1.8567, 0.0746, 5.6615)
O (0.8085, 0.0504, 4.7064)
C (1.0516, -0.1155, 3.3783)
C (0.0634, 0.3905, 2.5479)
C (0.1314, 0.2639, 1.1627)
C (-0.9015, 0.7392, 0.3343)
N (-1.7095, 1.0957, -0.4016)
C (1.2416, -0.3691, 0.5825)
N (1.2899, -0.4644, -0.8077)
C (2.0538, -1.2797, -1.5716)
O (3.0001, -1.9260, -1.1865)
C (1.6554, -1.3410, -3.0451)
S (0.1807, -0.4080, -3.5513)
C (-1.0201, -1.3091, -2.6818)
N (-0.7701, -2.4079, -1.9965)
N (-1.9183, -2.7640, -1.4464)
N (-2.8473, -1.9603, -1.7422)
N (-2.3394, -1.0030, -2.5327)
C (-3.1175, 0.0622, -2.9980)
C (-4.3099, 0.3430, -2.3334)
C (-5.1010, 1.3804, -2.7634)
C (-4.7223, 2.1593, -3.8621)
O (-5.5745, 3.1574, -4.2014)
C (-5.2471, 3.9898, -5.2889)
C (-3.5329, 1.8669, -4.5225)
C (-2.7359, 0.8206, -4.0927)
C (2.2298, -0.8856, 1.4047)
C (2.1477, -0.7933, 2.7898)
O (3.0820, -1.3309, 3.6119)
C (4.2054, -1.9973, 3.0595)
C (5.0638, -2.4736, 4.2207)
H (2.2747, 2.1741, 5.4024)
H (3.3715, 1.1081, 4.5164)
H (3.5305, 1.2761, 6.2678)
H (1.3285, 0.1981, 6.6112)
H (2.3969, -0.8755, 5.6760)
H (-0.7813, 0.8813, 3.0050)
H (0.5459, 0.0401, -1.2794)
H (2.4723, -0.9496, -3.6534)
H (1.4981, -2.3896, -3.3009)
H (-4.5896, -0.2584, -1.4841)
H (-6.0244, 1.6191, -2.2613)
H (-4.3059, 4.5215, -5.1182)
H (-5.1822, 3.4232, -6.2233)
H (-6.0596, 4.7108, -5.3620)
H (-3.2122, 2.4423, -5.3757)
H (-1.8240, 0.6010, -4.6257)
H (3.0545, -1.3938, 0.9370)
H (4.7750, -1.3084, 2.4222)
H (3.8760, -2.8498, 2.4529)
H (5.3815, -1.6271, 4.8240)
H (4.4968, -3.1552, 4.8489)
H (5.9407, -2.9886, 3.8399)

Cartesian forces (eV/Å) of the 3 atoms listed first:
-0.35 -0.27 -0.07
0.46 0.16 0.46
-0.19 -0.23 -0.20

- Structure (SMILES): CCOc1cc(C#N)c(NC(=O)CSc2nnnn2-c2ccc(OC)cc2)cc1OCC
- HOMO level: -8.15 eV
- Frontier orbital gap: 8.60 eV
- Energy above the lowest of the compared OMol25 structures with the same formula, charge and spin: 3.423 eV



(3)
C18H33N2O8P2SSeTi as an isolated structure at a distorted geometry, computed with the ωB97M-V functional and the def2-TZVPD basis.

CARTESIAN COORDINATES (ANGSTROEM)
Ti (-0.6188, 0.1160, -0.4795)
C (-0.7713, 3.4279, 1.7995)
C (-1.4388, 2.6362, 0.7520)
C (-2.1999, 1.5046, 1.1560)
C (-3.0743, 0.8591, 0.2561)
C (-3.9816, -0.2813, 0.6598)
C (-3.1510, 1.3744, -1.0477)
C (-2.4071, 2.4789, -1.4481)
C (-2.7100, 3.1399, -2.7559)
C (-1.4925, 3.0436, -0.5750)
H (-1.5000, 3.9675, 2.4314)
H (-0.1676, 4.1759, 1.3011)
H (-0.0971, 2.9102, 2.4470)
H (-2.1480, 1.1260, 2.1551)
H (-3.5339, -0.8752, 1.4242)
H (-4.1946, -0.8348, -0.2365)
H (-4.8989, 0.1836, 0.9948)
H (-3.8287, 0.9342, -1.7810)
H (-3.5920, 3.7731, -2.6190)
H (-2.9882, 2.4627, -3.5548)
H (-1.8810, 3.7257, -3.1251)
H (-0.9894, 3.9556, -0.7976)
C (0.1892, -4.8022, -0.1104)
C (-0.5758, -3.4826, -0.0213)
O (-1.9020, -3.8413, 0.4354)
P (0.0315, -2.4198, 1.3726)
O (-0.0154, -3.3698, 2.6519)
O (1.5777, -2.1807, 1.2873)
O (-0.6795, -1.1306, 1.4499)
P (-0.7234, -2.4279, -1.5009)
O (-1.0234, -3.4043, -2.6761)
O (-1.8810, -1.4907, -1.1746)
O (0.5428, -1.6314, -1.6977)
H (0.4375, -5.1615, 0.8816)
H (1.1280, -4.6888, -0.6866)
H (-0.4502, -5.5099, -0.6049)
H (-2.4601, -3.0590, 0.2844)
H (-0.8025, -3.9330, 2.6636)
H (1.8310, -1.5519, 0.5752)
H (-1.9332, -3.6571, -2.7340)
C (4.9825, -0.0326, 1.1321)
N (3.9312, -0.0369, 2.1381)
C (4.0652, -0.5714, 3.4381)
C (2.8853, -0.3803, 4.0376)
N (2.0362, 0.2221, 3.1427)
C (0.7204, 0.6833, 3.4634)
C (2.6605, 0.4510, 1.9546)
Se (2.0198, 1.1563, 0.3663)
H (5.5149, -1.0164, 1.1643)
H (5.6412, 0.8046, 1.3107)
H (4.5038, 0.0985, 0.1731)
H (4.9686, -1.0274, 3.7772)
H (2.5704, -0.7380, 4.9864)
H (0.2905, 0.0208, 4.1899)
H (0.0755, 0.6281, 2.6152)
H (0.7552, 1.6634, 3.8712)
C (1.7158, 2.3969, -3.7762)
S (1.1997, 0.9167, -3.0113)
C (0.6456, -0.0433, -4.4049)
O (-0.1182, 1.2992, -2.2792)
H (2.7548, 2.3138, -4.1153)
H (1.7417, 3.1291, -2.9853)
H (1.0742, 2.6828, -4.6022)
H (1.4319, 0.0111, -5.1404)
H (-0.2853, 0.3726, -4.7901)
H (0.5922, -1.0650, -4.0079)

Cartesian forces (eV/Å) of the 3 atoms listed first:
0.01 0.42 0.17
0.26 1.44 -0.03
-1.09 -1.65 0.33

- HOMO level (alpha / beta): -9.30 / -10.75 eV
- ⟨S²⟩: 2.0030
- Charge: +1
- Multiplicity: 3
- Frontier orbital gap (alpha / beta): 7.54 / 8.99 eV
- Energy above the lowest of the compared OMol25 structures with the same formula, charge and spin: 0.000 eV